The following is a DFT calculation (ωB97M-V/def2-TZVPD) of the molecule CH4NO3P.

- Orbital gap (spin up / spin down): 8.8 / 8.8 eV
- HOMO level (spin up / spin down): -9.656 / -9.658 eV
- F_max: 4.619 eV Å⁻¹
- Lowest unoccupied orbital energy (spin up / spin down): -0.82 / -0.82 eV

Element x y z (Å)
O1 0.8670 -1.3783 1.3314
N1 0.5833 -0.2071 0.9739
C1 -0.8039 0.2400 0.8512
P1 -0.6307 0.7477 -1.0005
O2 -0.2703 -1.2804 -1.4654
O3 0.8393 1.3470 -1.0282
H1 -1.6134 -0.4980 0.9878
H2 -0.9901 1.2521 1.2351
H3 0.6916 -1.3710 -1.6825
H4 1.3272 1.1480 -0.2027